13
Properties=species:S:1:pos:R:3 method="wB97M-V/def2-TZVPD" multiplicity=1
O -0.06006 -2.43614 -1.18839
C -0.37227 -1.27335 -1.08362
C -0.40623 -0.59977 0.25018
C -0.93163 0.84400 0.47112
C 0.49689 1.35115 0.32086
O 0.98277 2.43896 0.17761
C 1.07519 -0.05900 0.26670
H -0.43727 -0.60665 -1.96926
H -0.75373 -1.31511 1.00235
H -1.24139 0.97256 1.51692
H -1.69970 1.29288 -0.16641
H 1.71033 -0.41441 1.07430
H 1.63710 -0.19513 -0.67239



13
Properties=species:S:1:pos:R:3 method="wB97M-V/def2-TZVPD" multiplicity=1
C -2.22869 0.43767 0.78185
C -1.55319 -0.48193 0.40214
O -0.81843 -1.48825 -0.00715
C 0.00847 -1.11918 -1.07624
C 0.72340 -0.00458 -1.04771
C 1.14153 0.73830 0.20412
O 1.43448 -0.12612 1.28278
H -2.91114 1.18666 1.10887
H -0.01178 -1.85711 -1.86906
H 1.14304 0.32916 -1.98880
H 0.43130 1.51963 0.50456
H 2.08933 1.22364 -0.04323
H 0.60921 -0.38167 1.71266



The following energy relative to the best compared isomer or geometry (same formula, charge and spin) values (in eV) correspond, in order, to the records above: 1.434 3.934.
The following Kohn-Sham gap values (in eV) correspond, in order, to the records above: 10.77 10.36.
The following E values (in eV) correspond, in order, to the records above: -9375.661 -9373.162.